An isolated molecule of C25H30N4O5 in a non-equilibrium geometry, computed with ωB97M-V/def2-TZVPD.

The structure (SMILES) is CC(C)[C@H](NC(=O)N1c2ccccc2NC(=O)[C@@H]1C(C)C)C(=O)N[C@@H](C(=O)O)c1ccccc1. The value obtained for the highest occupied orbital energy is -8.3 eV. The value obtained for the relative energy (zero: lowest compared OMol25 entry of this formula, charge and spin) is 501.7 kcal/mol. As for the net charge: 0.

Geometry (Å):
C (-2.217, 2.762, 3.912)
C (-3.096, 1.657, 2.945)
C (-3.832, 2.344, 1.977)
C (-1.792, 0.774, 2.418)
N (-0.847, 1.504, 1.227)
C (0.224, 1.091, 0.762)
O (0.653, 0.311, 1.642)
N (0.733, 1.461, -0.303)
C (1.913, 1.296, -0.725)
C (3.054, 1.573, 0.406)
C (4.217, 1.284, 0.080)
C (4.658, 0.986, -1.270)
C (3.707, 0.643, -2.367)
C (2.436, 1.021, -1.875)
N (1.268, 0.873, -2.967)
C (0.216, 1.393, -2.656)
O (-0.665, 1.148, -3.582)
C (-0.132, 1.996, -1.252)
C (-0.341, 3.366, -1.459)
C (-1.792, 3.892, -2.093)
C (0.939, 3.987, -2.266)
C (-2.246, -0.409, 1.786)
O (-3.428, -0.591, 1.342)
N (-1.255, -1.409, 1.657)
C (-1.469, -2.610, 0.945)
C (-1.404, -2.024, -0.597)
O (-0.922, -0.971, -0.590)
O (-2.196, -2.864, -1.451)
C (-0.293, -3.545, 0.984)
C (1.116, -2.984, 0.614)
C (2.298, -3.619, 0.679)
C (2.069, -5.160, 0.732)
C (0.795, -5.708, 0.828)
C (-0.341, -5.056, 0.857)
H (-1.619, 3.263, 3.272)
H (-1.632, 2.203, 4.638)
H (-3.089, 3.371, 4.246)
H (-3.418, 1.192, 3.674)
H (-4.132, 1.632, 1.399)
H (-4.712, 2.677, 2.270)
H (-3.322, 3.076, 1.244)
H (-0.817, 0.744, 3.292)
H (-1.615, 1.934, 0.855)
H (2.929, 1.837, 1.304)
H (5.154, 1.399, 0.675)
H (5.844, 0.817, -1.422)
H (3.810, 0.448, -3.452)
H (1.737, 0.386, -3.840)
H (-1.253, 1.432, -1.400)
H (-0.419, 3.893, -0.418)
H (-1.552, 4.860, -2.401)
H (-2.477, 3.661, -1.535)
H (-1.678, 3.385, -3.075)
H (0.822, 3.709, -3.312)
H (1.835, 3.704, -1.671)
H (0.700, 5.167, -2.135)
H (-0.407, -1.328, 2.093)
H (-2.338, -3.198, 0.992)
H (-2.098, -2.421, -2.222)
H (1.266, -1.756, 0.687)
H (3.103, -3.282, 0.598)
H (3.111, -5.769, 0.906)
H (0.659, -6.802, 1.106)
H (-1.338, -5.293, 1.122)

Atom-resolved charges from Mulliken, all expressed in e: -1.45, -0.18, -1.88, -0.01, -0.08, 0.55, -0.91, 1.15, -0.17, -1.73, -0.35, -0.48, -1.04, 1.80, 0.13, -0.54, -0.81, 0.06, 0.11, -1.79, -1.11, 0.04, -0.74, -0.14, -0.28, 0.18, -0.07, -0.49, 0.49, 0.04, -1.12, -0.33, -0.26, -0.93, 0.31, 0.38, 0.46, 0.96, 0.66, 0.65, 0.29, 0.25, 0.09, 0.92, 0.31, 0.23, 0.33, 0.40, 0.20, 0.34, 0.45, 0.60, 0.38, 0.31, 0.18, 0.47, 0.39, 0.66, 0.37, -0.16, 1.07, 0.18, 0.23, 0.42